{
  "formula": "C22H43BNO16S2",
  "method": "wB97M-V/def2-TZVPD",
  "species": ["C", "C", "S", "O", "O", "N", "S", "O", "O", "B", "O", "O", "H", "H", "H", "O", "C", "O", "C", "C", "C", "H", "H", "H", "H", "H", "H", "H", "H", "O", "C", "O", "C", "C", "C", "H", "H", "H", "H", "H", "H", "H", "H", "O", "C", "O", "C", "C", "C", "H", "H", "H", "H", "H", "H", "H", "H", "O", "C", "O", "C", "C", "C", "H", "H", "H", "H", "H", "H", "H", "H", "O", "C", "O", "C", "C", "C", "H", "H", "H", "H", "H", "H", "H", "H"],
  "coordinates": [[4.860, 0.784, -1.587], [4.209, -0.187, -1.323], [3.322, -1.650, -1.069], [2.338, -1.645, -2.122], [2.793, -1.621, 0.266], [4.324, -2.840, -1.344], [5.819, -2.751, -0.790], [5.957, -2.073, 0.488], [6.403, -4.080, -0.869], [6.885, -1.787, -2.021], [6.713, -1.947, -3.361], [7.838, -0.983, -1.482], [5.366, 1.679, -1.860], [7.509, -2.213, -3.825], [7.922, -1.180, -0.540], [-3.280, -1.112, 2.837], [-2.390, -1.689, 2.258], [-1.448, -0.952, 1.649], [-0.256, -1.536, 1.066], [-0.519, -2.019, -0.342], [-2.348, -3.192, 2.144], [0.141, -2.317, 1.713], [0.477, -0.735, 1.045], [-1.268, -2.814, -0.368], [0.405, -2.384, -0.787], [-0.888, -1.192, -0.951], [-2.954, -3.487, 1.287], [-2.768, -3.634, 3.041], [-1.345, -3.589, 2.017], [-2.357, -5.427, 4.262], [-2.406, -6.563, 3.883], [-3.134, -6.837, 2.778], [-3.113, -8.114, 2.134], [-4.096, -9.085, 2.755], [-1.740, -7.689, 4.638], [-2.099, -8.516, 2.110], [-3.393, -7.903, 1.104], [-3.843, -9.304, 3.793], [-4.101, -10.022, 2.199], [-5.100, -8.662, 2.739], [-2.420, -8.023, 5.422], [-0.843, -7.291, 5.104], [-1.462, -8.542, 4.025], [0.650, 1.746, 0.327], [0.502, 2.394, 1.323], [1.105, 3.607, 1.397], [0.846, 4.535, 2.450], [1.708, 4.272, 3.668], [-0.282, 1.880, 2.506], [-0.216, 4.554, 2.697], [1.090, 5.507, 2.021], [1.491, 3.298, 4.107], [1.535, 5.038, 4.425], [2.761, 4.284, 3.389], [0.377, 1.268, 3.123], [-1.091, 1.251, 2.149], [-0.713, 2.668, 3.119], [-3.025, 5.092, -1.062], [-2.990, 3.948, -1.430], [-3.668, 3.612, -2.549], [-3.531, 2.325, -3.166], [-4.446, 1.290, -2.546], [-2.279, 2.875, -0.648], [-2.489, 2.005, -3.157], [-3.804, 2.495, -4.207], [-4.199, 1.110, -1.501], [-4.361, 0.345, -3.084], [-5.482, 1.629, -2.593], [-2.946, 2.508, 0.133], [-1.400, 3.316, -0.189], [-1.935, 2.034, -1.243], [3.700, 5.680, -3.829], [2.529, 5.935, -3.870], [1.852, 6.076, -2.714], [0.516, 6.589, -2.657], [-0.550, 5.543, -2.899], [1.785, 6.039, -5.184], [0.410, 7.436, -3.339], [0.424, 6.983, -1.646], [-0.477, 5.121, -3.904], [-1.539, 5.978, -2.774], [-0.433, 4.725, -2.189], [1.479, 5.036, -5.480], [2.477, 6.424, -5.929], [0.908, 6.680, -5.157]],
  "lumo_energy_ev": 2.00,
  "total_charge": -1,
  "orbital_gap_ev": 8.00
}

***

{
  "formula": "C37H59F21O23S3",
  "method": "wB97M-V/def2-TZVPD",
  "species": ["O", "S", "O", "O", "C", "C", "C", "H", "H", "H", "H", "H", "H", "H", "H", "O", "S", "O", "O", "C", "C", "C", "H", "H", "H", "H", "H", "H", "H", "H", "O", "S", "O", "O", "C", "C", "C", "H", "H", "H", "H", "H", "H", "H", "H", "C", "C", "O", "C", "O", "C", "F", "F", "F", "H", "H", "H", "H", "H", "C", "C", "O", "C", "O", "C", "F", "F", "F", "H", "H", "H", "H", "H", "C", "C", "O", "C", "O", "C", "F", "F", "F", "H", "H", "H", "H", "H", "C", "C", "O", "C", "O", "C", "F", "F", "F", "H", "H", "H", "H", "H", "C", "C", "O", "C", "O", "C", "F", "F", "F", "H", "H", "H", "H", "H", "C", "C", "O", "C", "O", "C", "F", "F", "F", "H", "H", "H", "H", "H", "C", "C", "O", "C", "O", "C", "F", "F", "F", "H", "H", "H", "H", "H"],
  "coordinates": [[-3.223, 1.545, -1.058], [-4.254, 0.527, -1.156], [-4.477, -0.445, -0.108], [-5.653, 1.295, -1.482], [-5.846, 2.049, -2.647], [-7.390, 2.158, -2.671], [-3.857, -0.359, -2.727], [-5.522, 1.567, -3.569], [-5.279, 2.976, -2.568], [-7.617, 1.101, -2.814], [-7.755, 2.733, -3.522], [-7.718, 2.592, -1.726], [-3.757, 0.295, -3.593], [-4.557, -1.176, -2.901], [-2.827, -0.703, -2.642], [1.620, -5.378, 0.397], [2.688, -4.403, 0.154], [3.673, -4.091, 1.188], [3.539, -4.816, -1.231], [4.887, -5.235, -1.069], [5.322, -5.787, -2.447], [1.950, -2.914, -0.540], [5.016, -6.015, -0.318], [5.447, -4.367, -0.723], [4.612, -6.503, -2.858], [6.256, -6.348, -2.421], [5.523, -4.970, -3.140], [1.599, -3.116, -1.552], [2.547, -2.012, -0.406], [0.949, -2.866, -0.110], [2.038, 0.233, -1.013], [0.569, 0.386, -0.853], [-0.376, -0.147, -1.826], [0.215, -0.171, 0.685], [-1.112, -0.598, 0.843], [-1.380, -1.265, 2.160], [0.163, 2.181, -0.568], [-1.399, -1.323, 0.081], [-1.792, 0.245, 0.719], [-2.240, -1.928, 2.064], [-1.530, -0.610, 3.018], [-0.532, -1.872, 2.478], [0.386, 2.372, 0.481], [-0.905, 2.397, -0.591], [0.715, 2.782, -1.291], [-2.078, -7.878, 7.041], [-2.778, -6.976, 6.044], [-2.253, -5.698, 6.230], [-1.072, -5.384, 5.545], [-0.561, -6.175, 4.695], [-0.573, -3.927, 5.762], [-0.878, -3.160, 4.641], [-1.129, -3.392, 6.859], [0.760, -3.887, 5.855], [-2.301, -7.629, 8.078], [-0.993, -7.920, 6.943], [-2.411, -8.913, 6.965], [-3.830, -6.938, 6.325], [-2.662, -7.307, 5.012], [3.312, -1.602, 3.253], [3.293, -0.785, 4.547], [2.402, 0.376, 4.417], [1.186, 0.325, 5.017], [0.715, -0.720, 5.460], [0.578, 1.669, 5.189], [-0.538, 1.742, 4.473], [0.218, 1.755, 6.512], [1.409, 2.641, 4.846], [3.830, -0.970, 2.532], [2.288, -1.712, 2.895], [3.633, -2.614, 3.499], [4.316, -0.453, 4.721], [3.144, -1.469, 5.383], [-3.077, 9.791, 0.432], [-1.950, 9.312, -0.547], [-1.723, 7.940, -0.383], [-2.416, 6.879, -0.978], [-3.279, 7.053, -1.825], [-2.112, 5.517, -0.341], [-2.995, 5.231, 0.664], [-2.199, 4.510, -1.241], [-0.931, 5.484, 0.231], [-2.823, 9.525, 1.458], [-4.065, 9.363, 0.261], [-3.205, 10.868, 0.315], [-1.030, 9.855, -0.329], [-2.330, 9.425, -1.562], [-4.785, -4.334, 3.672], [-4.156, -4.336, 2.314], [-4.750, -5.350, 1.485], [-4.292, -6.653, 1.436], [-3.239, -7.038, 1.955], [-5.127, -7.554, 0.538], [-6.298, -6.996, 0.290], [-4.435, -7.646, -0.593], [-5.271, -8.749, 1.019], [-4.459, -3.518, 4.317], [-4.641, -5.318, 4.118], [-5.826, -4.134, 3.418], [-3.077, -4.480, 2.261], [-4.339, -3.358, 1.869], [2.414, -0.441, -4.324], [3.934, -0.287, -3.992], [4.718, -1.077, -4.870], [6.047, -1.296, -4.583], [6.704, -0.719, -3.679], [6.649, -2.408, -5.482], [5.713, -3.091, -6.092], [7.266, -1.883, -6.535], [7.386, -3.303, -4.790], [1.956, 0.362, -3.746], [2.058, -1.362, -3.862], [2.101, -0.411, -5.368], [4.131, -0.400, -2.925], [4.182, 0.686, -4.416], [0.517, 7.238, -2.976], [1.257, 6.362, -3.932], [0.550, 5.100, -3.862], [0.188, 4.361, -4.987], [0.420, 4.699, -6.116], [-0.632, 3.055, -4.598], [-1.846, 3.534, -4.264], [-0.762, 2.220, -5.635], [-0.077, 2.391, -3.588], [-0.549, 7.238, -3.204], [0.794, 8.278, -3.149], [0.638, 6.976, -1.925], [2.323, 6.301, -3.714], [1.101, 6.754, -4.937], [4.052, 2.119, 1.485], [3.551, 3.345, 0.685], [3.946, 3.250, -0.660], [3.519, 4.139, -1.555], [2.607, 4.894, -1.382], [4.213, 4.005, -2.957], [3.207, 4.062, -3.802], [5.001, 5.063, -3.185], [4.944, 2.872, -3.086], [5.138, 2.074, 1.574], [3.714, 1.130, 1.175], [3.615, 2.239, 2.476], [3.939, 4.313, 1.003], [2.462, 3.307, 0.666]],
  "smiles": "CCOC(=O)C(F)(F)F.CCOC(=O)C(F)(F)F.CCOC(=O)C(F)(F)F.CCOC(=O)C(F)(F)F.CCOC(=O)C(F)(F)F.CCOC(=O)C(F)(F)F.CCOC(=O)C(F)(F)F.CCOS(C)(=O)=O.CCOS(C)(=O)=O.CCOS(C)(=O)=O",
  "lumo_energy_ev": 0.32,
  "relative_energy_kj_mol": 396.9,
  "orbital_gap_ev": 11.04
}

***

{
  "formula": "C35H63BrIrNOPS3Si2",
  "method": "wB97M-V/def2-TZVPD",
  "species": ["Ir", "S", "C", "S", "S", "Br", "C", "C", "C", "C", "C", "C", "H", "H", "H", "H", "C", "C", "C", "C", "C", "C", "P", "C", "C", "C", "C", "C", "C", "C", "C", "C", "C", "C", "C", "H", "H", "H", "H", "H", "H", "H", "H", "H", "H", "H", "H", "H", "H", "H", "H", "H", "H", "H", "H", "H", "H", "H", "H", "H", "H", "H", "H", "H", "H", "H", "H", "H", "C", "Si", "C", "C", "C", "Si", "C", "C", "C", "H", "H", "H", "H", "H", "H", "H", "H", "H", "H", "H", "H", "H", "H", "H", "H", "H", "H", "H", "C", "N", "C", "C", "O", "H", "H", "H", "H", "H", "H", "H"],
  "coordinates": [[1.096, 0.720, 0.080], [4.208, 3.856, -0.894], [3.095, 2.748, -0.519], [3.326, 1.230, 0.289], [1.343, 2.887, -0.760], [-0.379, 1.263, 6.632], [0.049, 1.072, 4.794], [-0.938, 0.747, 3.887], [-0.606, 0.599, 2.545], [0.695, 0.755, 2.057], [1.655, 1.124, 3.012], [1.346, 1.273, 4.357], [-1.961, 0.611, 4.214], [-1.417, 0.354, 1.881], [2.671, 1.325, 2.712], [2.119, 1.557, 5.058], [5.093, -3.338, 1.897], [5.375, -2.257, 0.859], [4.188, -2.099, -0.106], [2.847, -2.384, 0.606], [2.955, -1.980, 2.081], [3.928, -2.917, 2.808], [1.380, -1.584, -0.169], [1.482, -1.714, -2.016], [2.314, -0.620, -2.700], [1.960, -0.550, -4.191], [1.729, -1.944, -4.802], [2.463, -3.003, -3.989], [1.855, -3.105, -2.586], [-0.021, -2.766, 0.159], [-0.799, -2.445, 1.442], [-1.799, -3.557, 1.740], [-1.068, -4.853, 2.128], [0.326, -4.910, 1.496], [0.331, -4.279, 0.106], [5.983, -3.548, 2.493], [4.847, -4.270, 1.377], [6.277, -2.489, 0.290], [5.567, -1.307, 1.366], [4.306, -2.783, -0.949], [4.197, -1.089, -0.513], [2.667, -3.462, 0.576], [1.983, -1.976, 2.579], [3.310, -0.950, 2.130], [3.395, -3.804, 3.161], [4.309, -2.410, 3.697], [0.435, -1.507, -2.278], [3.377, -0.824, -2.564], [2.141, 0.362, -2.256], [2.765, -0.035, -4.718], [1.066, 0.067, -4.316], [2.050, -1.959, -5.845], [0.661, -2.185, -4.807], [3.522, -2.738, -3.923], [2.419, -3.979, -4.476], [2.553, -3.626, -1.929], [0.954, -3.722, -2.635], [-0.707, -2.551, -0.669], [-1.307, -1.495, 1.316], [-0.131, -2.317, 2.298], [-2.411, -3.725, 0.846], [-2.485, -3.252, 2.532], [-1.654, -5.718, 1.807], [-0.981, -4.924, 3.214], [0.671, -5.944, 1.436], [1.048, -4.384, 2.129], [-0.399, -4.795, -0.524], [1.295, -4.454, -0.364], [-0.672, 4.696, 2.165], [-2.290, 4.521, 1.250], [-3.124, 6.184, 1.035], [-3.440, 3.431, 2.276], [-1.996, 3.696, -0.384], [-2.681, 3.953, -2.081], [-4.471, 3.355, -2.164], [-1.686, 2.946, -3.309], [-2.654, 5.761, -2.565], [-0.795, 5.336, 3.043], [0.105, 5.127, 1.530], [-0.310, 3.721, 2.503], [-3.277, 6.649, 2.011], [-4.101, 6.087, 0.555], [-2.520, 6.863, 0.430], [-3.679, 3.924, 3.222], [-2.965, 2.477, 2.524], [-4.383, 3.233, 1.759], [-1.209, 2.945, -0.339], [-4.514, 2.277, -2.340], [-4.989, 3.846, -2.991], [-5.026, 3.573, -1.248], [-1.536, 1.925, -2.947], [-0.696, 3.377, -3.470], [-2.201, 2.896, -4.272], [-3.384, 6.342, -1.998], [-2.897, 5.860, -3.626], [-1.670, 6.205, -2.402], [-2.996, -0.981, -2.074], [-3.158, -0.026, -0.992], [-4.509, 0.269, -0.548], [-2.109, 0.549, -0.417], [-0.937, 0.295, -0.727], [-3.190, -1.997, -1.724], [-1.981, -0.918, -2.457], [-3.700, -0.743, -2.872], [-4.990, -0.641, -0.185], [-5.097, 0.680, -1.369], [-4.476, 0.998, 0.259], [-2.365, 1.285, 0.347]],
  "lumo_energy_ev": [0.05, -0.70],
  "multiplicity": 2,
  "relative_energy_kj_mol": 0.0,
  "orbital_gap_ev": [7.43, 6.69],
  "s2": 0.75
}

***

Number 1: E_tot -2943.99610 a.u.. Number 2: E_tot -6467.44331 a.u.. Number 3: E_tot -6294.77110 a.u..